Molecular formula: C3H5Cl3OSi
Method: DFT, ωB97M-V/def2-TZVPD

Last column: Mulliken charge in e.
Atoms and positions in Å:
O: 0.482 -2.311 0.731  -0.42
C: 1.327 -1.616 0.239  0.03
C: 0.941 -0.265 -0.613  -0.50
C: -0.461 0.152 -0.915  -0.50
Si: -1.292 0.816 0.620  0.71
Cl: -1.942 -0.605 2.190  -0.26
Cl: 0.056 1.982 1.609  -0.24
Cl: -2.892 2.127 0.067  -0.26
H: 2.401 -1.605 0.453  0.34
H: 1.543 -0.091 -1.574  0.30
H: 1.207 0.587 0.224  0.14
H: -0.292 1.165 -1.314  0.24
H: -1.078 -0.336 -1.716  0.43

## Properties
SMILES = O=CCC[Si](Cl)(Cl)Cl
Kohn-Sham gap = 10.48 eV

---

Molecular formula: C18H30FN4O7PbSb
Method: DFT, ωB97M-V/def2-TZVPD

Last column: Mulliken charge in e.
Atoms and positions in Å:
Pb: -0.564 -1.603 0.278  1.35
C: -4.319 5.017 -2.338  -1.08
Sb: -3.680 3.044 -2.134  1.24
C: -3.427 2.044 -3.949  -1.08
C: -4.696 2.009 -0.628  -0.92
H: -5.352 5.040 -2.681  0.41
H: -3.672 5.513 -3.058  0.37
H: -4.236 5.496 -1.364  0.36
H: -4.321 2.180 -4.556  0.42
H: -3.249 0.992 -3.746  0.33
H: -2.568 2.489 -4.448  0.38
H: -5.248 1.184 -1.074  0.39
H: -5.376 2.692 -0.124  0.39
H: -3.947 1.630 0.061  0.16
F: 0.644 -0.126 1.074  -0.68
C: -2.490 -0.161 3.264  -0.78
C: -2.181 -1.638 3.281  -0.40
O: -0.909 -1.932 2.631  -0.41
H: -3.476 0.013 3.695  0.41
H: -2.476 0.233 2.244  0.03
H: -1.765 0.406 3.851  0.35
H: -2.919 -2.223 2.734  0.33
H: -2.131 -2.033 4.295  0.30
H: -0.209 -1.421 3.066  0.26
C: 1.673 -3.459 -0.923  -0.34
C: 2.768 -4.557 -0.888  -0.84
N: 3.115 -4.872 0.491  -0.11
C: 1.951 -5.422 1.171  -0.86
C: 0.774 -4.412 1.119  -0.46
N: 1.242 -3.151 0.474  -0.10
C: 2.410 -2.624 1.238  0.11
C: 3.558 -3.663 1.175  -0.84
H: 0.793 -3.783 -1.487  0.51
H: 2.048 -2.535 -1.361  0.21
H: 3.660 -4.218 -1.414  0.40
H: 2.420 -5.467 -1.377  0.26
H: 2.221 -5.644 2.203  0.35
H: 1.672 -6.362 0.694  0.31
H: 0.399 -4.168 2.113  0.38
H: -0.063 -4.797 0.529  0.43
H: 2.078 -2.435 2.260  0.47
H: 2.691 -1.672 0.799  -0.18
H: 3.893 -3.928 2.178  0.33
H: 4.414 -3.254 0.639  0.31
O: -1.869 3.441 -1.470  -0.61
C: -1.100 2.361 -1.299  0.71
O: -1.569 1.241 -1.433  -0.69
C: 0.305 2.660 -0.947  0.34
C: 0.706 3.925 -0.531  -0.65
C: 2.022 4.106 -0.161  -0.33
C: 2.958 3.090 -0.186  -0.55
C: 2.520 1.855 -0.621  -0.15
C: 1.220 1.619 -1.009  -0.35
N: 3.461 0.717 -0.624  1.00
O: 3.032 -0.355 -1.026  -0.58
O: 4.571 0.905 -0.195  -0.58
N: 2.447 5.452 0.301  1.06
O: 3.597 5.570 0.651  -0.58
O: 1.608 6.328 0.265  -0.60
H: 0.022 4.759 -0.480  0.64
H: 3.980 3.261 0.124  0.65
H: 0.937 0.644 -1.365  0.82

## Properties
Net charge = +2
Kohn-Sham gap = 7.39 eV

---

Molecular formula: C4H4N2O
Method: DFT, ωB97M-V/def2-TZVPD

Last column: Mulliken charge in e.
Atoms and positions in Å:
C: 2.703 0.527 0.428  -0.07
C: 1.649 0.425 -0.265  -0.34
C: 0.621 -0.139 -1.216  -0.14
N: -0.538 -0.343 -0.850  -0.26
N: -0.910 0.264 0.278  -0.13
C: -2.230 -0.286 0.454  0.14
O: -2.774 -1.107 -0.365  -0.46
H: 3.518 0.964 1.037  0.37
H: 0.800 -0.767 -2.118  0.36
H: -0.278 0.374 1.073  0.30
H: -2.561 0.088 1.543  0.24

## Properties
SMILES = C#C/C=N\NC=O
Kohn-Sham gap = 9.98 eV

---

Molecular formula: C19H39Cl4F12N3O11S
Method: DFT, ωB97M-V/def2-TZVPD

Last column: Mulliken charge in e.
Atoms and positions in Å:
N: -1.286 4.509 -17.839  0.04
H: -1.173 4.972 -16.949  0.43
H: -0.392 4.092 -18.056  0.02
H: -1.539 5.065 -18.643  0.42
H: -1.843 3.667 -17.800  0.39
N: 0.333 -1.184 -17.262  -0.02
H: -0.539 -0.680 -17.328  0.35
H: 0.687 -1.112 -16.319  0.43
H: 0.958 -0.642 -17.841  0.00
H: 0.360 -2.115 -17.654  0.37
N: 0.211 1.408 -20.529  1.14
H: 0.517 1.547 -21.481  0.06
H: -0.740 1.248 -20.228  0.43
H: 0.533 2.275 -20.123  -0.10
H: 0.850 0.879 -19.955  0.35
C: -4.581 0.460 -18.614  0.39
F: -5.072 1.171 -19.698  -0.22
F: -5.341 0.575 -17.557  -0.19
F: -4.538 -0.811 -18.902  -0.21
S: -2.784 1.084 -18.277  1.40
O: -2.166 0.082 -17.377  -1.00
O: -2.151 1.155 -19.587  -0.90
O: -2.902 2.410 -17.685  -0.98
O: 1.027 3.362 -18.773  -1.14
C: 1.413 2.542 -17.671  -0.55
C: 2.431 1.341 -18.023  -0.39
O: 2.077 0.260 -18.852  -1.13
H: 0.508 2.186 -17.177  0.28
H: 1.879 3.155 -16.899  0.34
H: 2.536 0.805 -17.080  0.47
H: 3.461 1.636 -18.222  -0.01
C: -5.424 0.452 -27.201  -1.15
C: -5.375 1.269 -25.958  -0.25
O: -4.132 0.965 -25.349  -0.19
C: -3.326 1.938 -24.724  0.03
O: -3.690 3.103 -24.571  -0.58
C: -2.002 1.449 -24.102  1.22
F: -1.940 0.162 -24.011  -0.24
F: -0.975 1.969 -24.748  -0.26
F: -1.913 1.926 -22.878  -0.29
H: -6.460 0.482 -27.536  0.39
H: -5.152 -0.584 -26.999  0.29
H: -4.730 0.906 -27.909  0.31
H: -6.222 0.964 -25.342  0.30
H: -5.598 2.310 -26.191  0.31
C: -3.935 7.079 -22.778  -1.08
C: -2.890 7.443 -21.756  -0.18
O: -1.621 7.004 -22.233  -0.27
C: -0.983 5.866 -21.691  0.12
O: -1.316 5.292 -20.667  -0.55
C: 0.203 5.374 -22.556  1.10
F: 0.323 4.050 -22.546  -0.14
F: 0.122 5.905 -23.826  -0.25
F: 1.365 5.859 -21.929  -0.23
H: -4.903 7.460 -22.453  0.40
H: -3.960 5.992 -22.849  0.27
H: -3.707 7.605 -23.705  0.29
H: -3.193 7.056 -20.783  0.24
H: -2.862 8.523 -21.609  0.33
C: 5.438 0.911 -21.808  -1.86
C: 3.938 1.018 -21.804  1.42
O: 3.609 1.470 -23.114  -0.31
C: 2.313 1.710 -23.450  0.25
O: 1.309 1.374 -22.825  -0.53
C: 2.252 2.350 -24.876  0.70
F: 2.074 1.397 -25.753  -0.28
F: 1.206 3.125 -24.883  -0.12
F: 3.419 2.873 -25.234  -0.26
H: 5.773 0.119 -22.478  0.43
H: 5.760 0.864 -20.768  0.43
H: 5.957 1.773 -22.228  0.41
H: 3.630 1.757 -21.065  -0.59
H: 3.419 0.080 -21.607  0.01
Cl: 4.338 4.760 -22.069  -0.17
C: 3.823 4.589 -20.368  0.53
C: 5.030 4.002 -19.606  -0.10
Cl: 6.247 5.281 -19.379  -0.21
H: 2.991 3.884 -20.379  -0.91
H: 3.453 5.520 -19.939  0.55
H: 5.512 3.164 -20.111  0.05
H: 4.824 3.598 -18.615  0.20
Cl: 1.147 -2.377 -24.043  -0.18
C: 1.165 -2.722 -22.310  -0.34
C: -0.136 -2.177 -21.734  0.32
Cl: -1.626 -3.058 -22.269  -0.19
H: 1.977 -2.277 -21.735  0.20
H: 1.112 -3.802 -22.173  0.43
H: -0.288 -1.120 -21.955  -0.33
H: -0.153 -2.328 -20.655  0.06

## Properties
Kohn-Sham gap = 7.29 eV